No. 1
Here is a molecular structure, C24H29CuN8O4S at a distorted geometry from the Open Molecules 2025 dataset. Energies are from the ωB97M-V functional and the def2-TZVPD basis.

```
! RIJCOSX wB97M-V def2-TZVPD def2/J DEFGRID3
* xyz 1 2
Cu -0.186 0.116 -0.001
N -2.888 -1.664 -0.517
C -3.137 -0.486 0.042
N -4.407 -0.133 0.213
C -4.622 1.034 0.810
N -5.884 1.433 0.971
N -3.650 1.846 1.279
C -2.428 1.432 1.059
N -2.090 0.306 0.411
C -1.317 2.233 1.619
C -1.535 3.249 2.537
C -0.432 3.868 3.104
C 0.839 3.456 2.737
C 0.964 2.449 1.793
N -0.091 1.862 1.246
H -3.666 -2.273 -0.701
H -1.939 -2.017 -0.478
H -6.627 0.819 0.693
H -6.076 2.300 1.438
H -2.546 3.524 2.797
H -0.563 4.654 3.834
H 1.720 3.907 3.173
H 1.928 2.090 1.456
O -0.693 -4.806 0.278
C -0.355 -4.627 1.569
C -0.455 -5.721 2.427
C -0.085 -5.604 3.750
C 0.406 -4.399 4.249
C 0.487 -3.305 3.416
C 0.096 -3.394 2.076
C 0.082 -2.165 1.251
O 0.220 -1.043 1.790
O -0.083 -2.247 -0.027
H -0.435 -3.985 -0.182
H -0.817 -6.656 2.020
H -0.176 -6.459 4.407
H 0.707 -4.320 5.285
H 0.846 -2.352 3.780
C 5.145 -1.310 0.785
C 4.199 -0.325 0.116
S 2.534 -1.042 -0.070
O 1.712 0.182 -0.459
C 2.781 -1.949 -1.635
C 3.029 -1.039 -2.828
H 6.119 -0.845 0.936
H 5.295 -2.200 0.173
H 4.762 -1.619 1.757
H 4.555 0.000 -0.860
H 4.027 0.554 0.738
H 1.856 -2.515 -1.739
H 3.595 -2.652 -1.454
H 2.460 -0.114 -2.725
H 2.704 -1.534 -3.742
H 4.084 -0.790 -2.937
N -0.334 0.458 -6.233
C -0.407 0.361 -4.886
C -0.366 1.496 -4.061
C -0.445 1.339 -2.699
N -0.552 0.148 -2.097
C -0.567 -0.940 -2.875
C -0.508 -0.886 -4.247
H -0.355 1.356 -6.681
H -0.473 -0.351 -6.809
H -0.279 2.483 -4.495
H -0.428 2.203 -2.044
H -0.625 -1.889 -2.363
H -0.539 -1.795 -4.833
*
```

- Frontier orbital gap (spin up / spin down): 7.6 / 7.5 eV
- LUMO (spin up / spin down): -2.755 / -2.824 eV
- Expectation value of S²: 0.752



No. 2
Here is a molecular structure, C24H29FN3RhSSe from the Open Molecules 2025 dataset. Energies are from the ωB97M-V functional and the def2-TZVPD basis.

```
! RIJCOSX wB97M-V def2-TZVPD def2/J DEFGRID3
* xyz 1 2
Rh -0.693 -1.260 -0.036
C 1.401 -2.262 2.295
C 2.598 -1.802 1.456
C 2.749 -2.620 0.170
C 2.580 -0.287 1.316
C 3.375 0.443 2.192
C 3.375 1.827 2.189
C 2.548 2.507 1.316
C 1.725 1.827 0.424
C 0.796 2.620 -0.479
C -0.133 3.509 0.356
C 1.563 3.480 -1.487
C 1.771 0.429 0.417
N 0.983 -0.294 -0.542
C 1.488 -0.348 -1.827
C 2.705 0.226 -2.235
C 3.142 0.108 -3.539
C 2.399 -0.597 -4.481
C 1.212 -1.208 -4.104
C 0.798 -1.079 -2.803
F -0.326 -1.744 -2.407
H 1.332 -3.351 2.324
H 0.455 -1.857 1.891
H 1.477 -1.892 3.318
H 3.489 -2.015 2.051
H 1.808 -2.743 -0.369
H 3.109 -3.619 0.419
H 3.469 -2.167 -0.513
H 4.011 -0.092 2.887
H 4.012 2.372 2.872
H 2.537 3.589 1.327
H 0.176 1.915 -1.040
H 0.434 4.292 0.862
H -0.659 2.940 1.124
H -0.871 3.995 -0.283
H 2.170 4.229 -0.975
H 0.866 4.008 -2.138
H 2.224 2.882 -2.114
H 3.301 0.768 -1.513
H 4.079 0.568 -3.824
H 2.750 -0.689 -5.499
H 0.620 -1.794 -4.794
S -2.982 -3.637 0.700
C -1.982 -2.521 0.371
C -4.491 -0.571 -1.572
N -4.718 -0.637 -0.134
C -5.832 -1.154 0.484
C -5.630 -1.051 1.817
N -4.395 -0.471 1.994
C -3.757 -0.199 3.278
C -3.842 -0.229 0.797
Se -2.181 0.595 0.480
H -5.350 -1.005 -2.073
H -3.591 -1.129 -1.826
H -4.366 0.465 -1.878
H -6.666 -1.541 -0.073
H -6.255 -1.328 2.647
H -4.422 -0.537 4.066
H -3.574 0.868 3.383
H -2.810 -0.733 3.335
*
```

- Frontier orbital gap (spin up / spin down): 7.5 / 5.6 eV
- LUMO (spin up / spin down): -3.444 / -4.780 eV
- Expectation value of S²: 0.860



No. 3
Here is a molecular structure, C24H29FN3RhSSe from the Open Molecules 2025 dataset. Energies are from the ωB97M-V functional and the def2-TZVPD basis.

```
! RIJCOSX wB97M-V def2-TZVPD def2/J DEFGRID3
* xyz 1 6
Rh -2.198 -1.407 -0.295
C -0.212 -4.270 -0.084
C 0.128 -3.785 -1.498
C -1.131 -3.531 -2.330
C 1.074 -2.595 -1.595
C 2.133 -2.691 -2.490
C 3.028 -1.651 -2.674
C 2.861 -0.474 -1.967
C 1.824 -0.325 -1.052
C 1.626 1.026 -0.382
C 2.886 1.520 0.335
C 1.167 2.045 -1.433
C 0.948 -1.406 -0.855
N -0.061 -1.297 0.144
C 0.352 -1.284 1.429
C 1.688 -1.545 1.845
C 2.033 -1.521 3.174
C 1.078 -1.241 4.154
C -0.245 -0.996 3.792
C -0.576 -1.028 2.467
F -1.857 -0.788 2.118
H -0.613 -5.284 -0.127
H -0.973 -3.649 0.396
H 0.669 -4.281 0.561
H 0.656 -4.606 -1.985
H -1.667 -2.643 -1.970
H -1.825 -4.369 -2.265
H -0.891 -3.342 -3.376
H 2.259 -3.611 -3.051
H 3.848 -1.756 -3.373
H 3.545 0.350 -2.130
H 0.830 0.948 0.359
H 3.663 1.807 -0.376
H 3.300 0.755 0.995
H 2.654 2.400 0.937
H 1.921 2.160 -2.215
H 1.001 3.019 -0.967
H 0.233 1.723 -1.901
H 2.424 -1.786 1.090
H 3.054 -1.733 3.465
H 1.357 -1.228 5.199
H -1.012 -0.790 4.528
S -5.563 -2.304 -0.318
C -4.071 -2.011 -0.288
C -1.811 4.141 -2.138
N -1.855 4.057 -0.681
C -1.992 5.149 0.162
C -2.030 4.661 1.415
N -1.914 3.283 1.298
C -1.921 2.353 2.416
C -1.797 2.905 0.011
Se -2.690 0.733 -1.224
H -1.859 5.186 -2.431
H -2.656 3.610 -2.570
H -0.886 3.710 -2.514
H -2.050 6.161 -0.203
H -2.128 5.160 2.364
H -1.868 2.913 3.345
H -1.057 1.696 2.349
H -2.829 1.753 2.411
*
```

- Frontier orbital gap (spin up / spin down): 6.9 / 6.4 eV
- LUMO (spin up / spin down): -2.814 / -5.012 eV
- Expectation value of S²: 8.812



Q: expectation value of S² of number 1 (C24H29CuN8O4S)?
A: 0.752



Q: expectation value of S² of number 2 (C24H29FN3RhSSe)?
A: 0.860



Q: The lowest expectation value of S² belongs to which entry?
A: C24H29CuN8O4S



Q: What is the expectation value of S² in the first record?
A: 0.752